No. 1
Molecular formula: H22O11
Method: DFT, ωB97M-V/def2-TZVPD

```
33
H22O11 | OMol25 | ωB97M-V/def2-TZVPD
O -1.85195 1.45778 -1.02819
H -1.72618 2.35280 -0.68334
H -2.46201 1.02627 -0.37423
O 1.48503 2.67153 0.96063
H 1.40202 1.70629 0.75633
H 1.08110 2.79031 1.82802
O -2.45104 -1.18035 -2.12933
H -3.05913 -0.97092 -2.85072
H -2.29187 -0.32679 -1.67864
O 0.71694 -0.77209 2.90075
H 1.15077 -0.08799 3.43384
H 0.83919 -1.59813 3.39564
O -3.30923 0.11289 0.97222
H -2.74899 -0.66373 1.15667
H -4.20299 -0.19209 1.16684
O 0.64094 0.14893 -0.07650
H 0.18236 0.49664 -0.86246
H -0.05622 0.05255 0.58768
O 2.37752 2.00197 -2.50196
H 1.41536 1.98883 -2.56568
H 2.65601 2.65282 -3.15746
O -2.01789 -1.57452 2.98209
H -1.21188 -1.02855 3.08218
H -2.53033 -1.43351 3.78795
O 2.47131 -2.18070 -0.44205
H 1.83591 -1.44037 -0.31743
H 2.09859 -2.71517 -1.15316
O 3.90177 -0.38018 1.33781
H 3.01278 -0.64865 1.58562
H 4.12572 -0.96069 0.59799
O -0.13091 -0.54095 -3.70218
H -0.62215 0.25299 -3.93988
H -0.72053 -1.01721 -3.06904
```

Computed properties:
F_max = 0.97 eV/A
frontier orbital gap = 10.285 eV
energy above the lowest of the compared OMol25 structures with the same formula, charge and spin = 129.13 kJ/mol
SMILES = O.O.O.O.O.O.O.O.O.O.O
multiplicity = 1
electronic energy = -840.83095 Eh

---

No. 2
Molecular formula: C38H38AsCoF3N5S3
Method: DFT, ωB97M-V/def2-TZVPD

```
89
C38H38AsCoF3N5S3 | OMol25 | ωB97M-V/def2-TZVPD
Co -2.36641 1.25439 -1.30384
C -6.63155 4.07374 -2.45892
S -6.85194 2.31844 -2.12958
C -5.18260 1.75346 -1.90577
S -3.81612 2.76871 -2.10513
N -5.10769 0.49484 -1.61582
N -3.79768 0.10731 -1.47251
C -3.57139 -1.20206 -1.29289
C -2.23146 -1.50678 -1.12354
C -1.82330 -2.91346 -1.09781
C -0.68204 -3.50574 -1.46973
C 0.53260 -2.89099 -2.06575
C 0.60610 -1.33015 -1.92612
N -1.42992 -0.42147 -1.07932
H -7.61616 4.53025 -2.36248
H -6.24406 4.25844 -3.45919
H -5.95832 4.51798 -1.72928
H -4.37396 -1.92296 -1.32376
H -2.62518 -3.57552 -0.78290
H -0.66044 -4.58941 -1.39555
H 1.43515 -3.42080 -1.74799
H 1.65680 -1.02697 -1.93861
F 1.57731 4.44973 -0.01077
C 0.45482 5.07217 0.40195
F 0.05578 5.86880 -0.60450
F 0.83954 5.90071 1.40030
C -0.61259 4.11627 0.84419
C -1.18297 4.23872 2.09622
C -2.20104 3.37756 2.49184
C -2.59502 2.39758 1.59854
N -2.03008 2.25727 0.40850
C -1.07483 3.11170 -0.02521
S -0.62173 2.77871 -1.64614
H -0.83487 5.01177 2.76673
H -2.67038 3.45896 3.46046
H -3.37181 1.68255 1.83756
C 0.39052 -1.16563 6.50013
C 0.43474 -0.83336 5.03591
C -0.54380 -1.27662 4.16431
C -0.51871 -0.97221 2.80551
C -1.65236 -1.44773 1.95468
C 0.54385 -0.23836 2.28102
As 0.77207 0.40816 0.40065
N -0.07359 -0.71734 -0.82878
C 0.02589 -1.26909 -3.31721
C -0.93513 -0.59739 -3.99118
C -1.58721 -1.26881 -5.04898
C -1.38526 -2.65983 -5.25278
C -0.46744 -3.37697 -4.55420
C 0.44646 -2.67016 -3.62427
C 2.55465 -0.38560 0.11005
C 2.90653 -1.68171 0.50334
C 1.95372 -2.63635 1.16700
C 4.20081 -2.13673 0.25317
C 5.14795 -1.35096 -0.37919
C 6.53882 -1.85939 -0.63325
C 4.77475 -0.07693 -0.78307
C 3.49610 0.41590 -0.55073
C 3.16178 1.79986 -1.02830
C 1.50173 0.28829 3.16382
C 2.60386 1.21701 2.72458
C 1.43744 -0.02676 4.51590
H -0.42251 -1.85614 6.72073
H 0.24035 -0.26949 7.10554
H 1.32284 -1.62711 6.83000
H -1.37160 -1.86485 4.54673
H -2.51709 -1.68401 2.57471
H -1.38190 -2.34395 1.39222
H -1.95033 -0.69632 1.22549
H -1.29245 0.37295 -3.65537
H -2.35201 -0.75827 -5.61249
H -2.01507 -3.16675 -5.97317
H -0.35795 -4.43986 -4.72136
H 1.47795 -2.71047 -4.01088
H 0.94022 -2.52949 0.78614
H 1.91852 -2.47279 2.24462
H 2.28115 -3.66097 0.98864
H 4.46404 -3.14427 0.55433
H 6.63133 -2.90814 -0.35475
H 7.27527 -1.29449 -0.05898
H 6.80658 -1.76398 -1.68635
H 5.49231 0.54989 -1.29876
H 3.98306 2.19926 -1.62190
H 2.98714 2.47944 -0.19282
H 2.25312 1.82689 -1.63384
H 2.25363 1.95554 1.99877
H 3.43776 0.68198 2.26445
H 2.98445 1.76470 3.58728
H 2.19046 0.38570 5.17968
```

Computed properties:
F_max = 0.90 eV/A
frontier orbital gap (spin up / spin down) = 5.836 / 5.692 eV
energy above the lowest of the compared OMol25 structures with the same formula, charge and spin = 270.30 kJ/mol
total charge = -1
multiplicity = 2
electronic energy = -6857.30098 Eh
expectation value of S² = 0.789

---

No. 3
Molecular formula: CrH48O24
Method: DFT, ωB97M-V/def2-TZVPD

```
73
CrH48O24 | OMol25 | ωB97M-V/def2-TZVPD
Cr 0.02459 -0.08049 -0.30705
O 1.76455 1.14467 0.07063
H 1.72302 2.05794 0.35426
H 2.67968 0.89496 0.19876
O -0.63359 -1.97384 0.43876
H -0.49536 -2.83296 0.03995
H -1.08150 -2.16143 1.26363
O -2.44344 0.47140 3.48973
H -2.20316 0.49097 4.41608
H -3.19925 1.05522 3.42546
O 2.17299 3.06218 -2.23650
H 2.07348 3.74130 -2.90367
H 2.95935 2.58282 -2.49742
O -2.89799 3.63667 1.25852
H -3.28335 3.13342 0.54125
H -3.14845 3.15838 2.04892
O -0.34298 -0.82853 -2.26600
H -1.03615 -0.56680 -2.87201
H -0.04253 -1.67522 -2.59628
O -2.26471 -1.99477 2.39569
H -2.50340 -1.20224 2.87647
H -2.48425 -2.71170 2.99072
O 0.25743 3.44325 0.95507
H -0.26806 4.16679 1.29651
H 1.16328 3.73429 1.05969
O -2.68700 2.71656 -2.00545
H -3.60201 2.80216 -2.27316
H -2.24226 3.44810 -2.43358
O 1.63333 -1.14939 2.02209
H 1.27018 -2.00547 2.24898
H 2.20029 -0.92594 2.76024
O -2.32554 -0.06698 -3.83010
H -2.28898 0.88909 -3.85905
H -2.54764 -0.32584 -4.72447
O -0.30121 1.81172 -1.28393
H 0.27394 2.36803 -1.80924
H -1.15623 2.23962 -1.32961
O -3.63581 -1.99556 -0.25639
H -4.21007 -2.36819 -0.92542
H -3.84246 -2.48745 0.53832
O -0.69220 3.56673 3.71556
H -0.07212 3.00832 3.24662
H -0.14315 4.12805 4.26300
O -2.09434 0.05773 -0.48931
H -2.66835 -0.70827 -0.48969
H -2.67687 0.79423 -0.67493
O 4.31845 0.43042 0.57614
H 4.69346 -0.16241 1.22742
H 5.07289 0.75528 0.08472
O 1.99531 -0.55191 -4.88204
H 2.27733 0.14801 -5.47094
H 2.34633 -0.30232 -4.02722
O -0.46716 0.48307 1.59740
H -1.31414 0.53786 2.03995
H 0.16913 0.74176 2.26406
O 1.80614 -1.33454 -0.66338
H 2.25676 -1.28741 -1.50656
H 2.41368 -1.80494 -0.09255
O -0.21241 -4.61959 -0.29701
H -0.39898 -5.33225 -0.90819
H 0.12848 -5.05606 0.48371
O 0.76254 -3.56592 -2.99483
H 0.53143 -4.11598 -2.24633
H -0.05506 -3.46916 -3.48307
O 3.53752 -0.16117 -2.51040
H 4.14674 -0.89930 -2.52603
H 4.06237 0.57665 -2.19993
O 1.04065 -3.67831 2.68217
H 0.75107 -3.59733 3.59092
H 0.71004 -4.53114 2.40003
O 1.34743 1.50714 3.37061
H 2.20985 1.87217 3.56865
H 1.18825 0.87409 4.07071
```

Computed properties:
F_max = 2.69 eV/A
frontier orbital gap (spin up / spin down) = 7.424 / 8.847 eV
energy above the lowest of the compared OMol25 structures with the same formula, charge and spin = 72.00 kJ/mol
total charge = +3
multiplicity = 4
electronic energy = -2878.22073 Eh
expectation value of S² = 3.762

---

No. 4
Molecular formula: C3H6NO2
Method: DFT, ωB97M-V/def2-TZVPD

```
12
C3H6NO2 | OMol25 | ωB97M-V/def2-TZVPD
O -2.68500 0.40976 0.59983
C -1.48859 0.27479 0.49164
C -0.87271 -0.59449 -0.58433
N 0.60516 -0.53484 -0.61178
C 1.67188 0.55686 -0.18464
O 2.66594 -0.05149 0.38875
H -0.71380 0.80848 1.07003
H -1.33752 -0.30510 -1.54468
H -1.20386 -1.63422 -0.51245
H 0.81782 -1.33238 -0.02756
H 1.09882 1.35374 0.38822
H 1.84513 1.04333 -1.16354
```

Computed properties:
F_max = 1.98 eV/A
frontier orbital gap = 6.710 eV
energy above the lowest of the compared OMol25 structures with the same formula, charge and spin = 309.57 kJ/mol
total charge = -1
SMILES = O=CCNC[O-]
multiplicity = 1
electronic energy = -323.10035 Eh

---

Number 1 is which compound?
H22O11